No. 1
The following is a DFT calculation (ωB97M-V/def2-TZVPD) of C47H51IN6O2PtS as an isolated structure.

- energy relative to the best compared isomer or geometry (same formula, charge and spin) (kcal per mole) = 0.0
- E_HOMO (alpha / beta) (eV) = -0.090 / -2.205
- Kohn-Sham gap (alpha / beta) (hartree) = 0.1522 / 0.2299
- spin multiplicity = 3
- LUMO (alpha / beta) (hartree) = 0.14888 / 0.14884
- strongest force on any atom (eV/A) = 0.9
- net charge = -2
- total energy (eV) = -84786.391

Last column: Mulliken charge in e.
CARTESIAN COORDINATES (ANGSTROEM)
Pt 0.051 -1.438 0.667  1.378
N 6.919 3.711 -1.445  -0.671
C 6.379 2.427 -1.240  0.965
C 6.296 1.895 0.045  -0.675
C 5.777 0.629 0.250  -0.224
C 5.336 -0.121 -0.833  -0.561
C 5.424 0.395 -2.116  -0.212
C 5.950 1.662 -2.320  -0.708
S 4.635 -1.744 -0.593  1.129
O 5.563 -2.502 0.213  -0.730
O 4.374 -2.240 -1.922  -0.756
N 3.205 -1.482 0.087  -0.089
C 3.050 -1.328 1.389  -0.002
N 1.748 -1.321 1.853  0.341
C 1.549 -1.478 3.159  0.299
C 2.577 -1.529 4.074  -0.804
C 3.838 -1.290 3.549  -0.568
N 4.079 -1.156 2.264  -0.406
H 6.788 4.329 -0.658  0.247
H 6.601 4.145 -2.297  0.238
H 6.621 2.493 0.890  0.297
H 5.699 0.207 1.243  0.458
H 5.068 -0.207 -2.941  0.491
H 6.003 2.075 -3.322  0.286
H 0.513 -1.539 3.469  0.253
H 2.396 -1.682 5.127  0.392
H 4.698 -1.172 4.206  0.366
C -2.666 -2.673 3.471  -1.425
C -3.113 -1.817 2.283  1.649
C -4.315 -0.943 2.651  -1.651
C -3.408 -2.673 1.064  0.636
C -4.385 -3.658 1.147  -0.284
C -4.695 -4.447 0.055  -1.520
C -4.005 -4.269 -1.133  -1.142
C -3.010 -3.305 -1.258  1.390
C -2.273 -3.207 -2.584  0.471
C -2.423 -1.850 -3.282  -1.270
C -0.797 -3.603 -2.459  -1.129
C -2.730 -2.491 -0.151  -1.329
N -1.765 -1.456 -0.271  0.921
C -2.234 -0.200 -0.432  0.136
C -1.270 0.873 -0.328  -0.185
N -0.014 0.522 0.002  0.214
C 1.007 1.497 -0.071  -1.712
C 1.627 1.799 -1.302  1.023
C 2.565 2.828 -1.320  -0.360
C 2.884 3.558 -0.188  -1.204
C 2.271 3.248 1.012  -0.377
C 1.343 2.216 1.089  0.656
C 0.664 1.929 2.415  2.132
C -0.439 2.950 2.711  -1.501
C 1.675 1.899 3.563  -1.823
C 1.310 1.167 -2.656  0.169
C 0.079 1.805 -3.312  -1.643
C 1.195 -0.353 -2.693  -0.067
C -1.929 2.113 -0.600  0.534
C -1.563 3.472 -0.681  0.411
C -2.554 4.403 -0.975  -0.887
C -3.889 4.054 -1.200  -1.269
C -4.292 2.693 -1.145  1.246
C -5.593 2.165 -1.357  -1.195
C -5.817 0.787 -1.276  -0.922
C -4.813 -0.132 -0.986  0.378
C -3.508 0.356 -0.759  0.772
C -3.288 1.761 -0.851  -1.371
H -2.382 -2.029 4.308  0.370
H -1.806 -3.294 3.207  0.213
H -3.470 -3.330 3.814  0.361
H -2.284 -1.153 2.037  -0.847
H -5.175 -1.562 2.927  0.318
H -4.607 -0.305 1.817  0.329
H -4.071 -0.304 3.505  0.422
H -4.914 -3.806 2.082  0.290
H -5.460 -5.211 0.133  0.304
H -4.227 -4.904 -1.983  0.326
H -2.753 -3.950 -3.231  0.560
H -1.799 -1.092 -2.809  0.008
H -3.456 -1.497 -3.259  0.302
H -2.109 -1.941 -4.325  0.551
H -0.298 -3.024 -1.683  -0.141
H -0.277 -3.416 -3.403  0.428
H -0.694 -4.658 -2.205  0.254
H 3.045 3.071 -2.261  0.393
H 3.605 4.366 -0.242  0.287
H 2.515 3.816 1.903  0.256
H 0.192 0.948 2.338  -1.014
H -0.021 3.959 2.764  0.272
H -0.912 2.725 3.671  0.446
H -1.205 2.940 1.936  0.297
H 2.050 2.902 3.783  0.457
H 2.529 1.264 3.325  0.272
H 1.206 1.515 4.473  0.395
H 2.168 1.436 -3.283  0.565
H -0.839 1.503 -2.810  0.154
H 0.013 1.482 -4.356  0.494
H 0.126 2.896 -3.287  0.346
H 0.382 -0.710 -2.064  -0.696
H 2.104 -0.843 -2.359  -0.405
H 0.989 -0.670 -3.720  0.604
H -0.539 3.794 -0.528  0.526
H -2.276 5.451 -1.037  0.412
H -4.622 4.822 -1.423  0.306
H -6.415 2.836 -1.583  0.323
H -6.823 0.415 -1.444  0.392
H -5.042 -1.189 -0.934  0.406
I -0.821 -5.464 1.006  -0.202
C 0.421 -3.819 1.712  -1.023
H -0.275 -2.890 1.492  0.027
H 1.259 -3.838 1.006  0.459

---

No. 2
The following is a DFT calculation (ωB97M-V/def2-TZVPD) of C17H42AlIOP as an isolated structure at a distorted geometry.

- E_HOMO (eV) = -5.107
- Kohn-Sham gap (hartree) = 0.2830
- LUMO (hartree) = 0.09535
- strongest force on any atom (eV/A) = 4.4
- net charge = -1
- total energy (eV) = -44346.112

Last column: Mulliken charge in e.
CARTESIAN COORDINATES (ANGSTROEM)
C 1.015 2.163 -3.162  -0.715
C 0.964 0.491 -3.178  -0.291
C 0.687 -0.116 -1.681  -0.651
C 2.029 -0.411 -0.788  0.274
C 1.614 -0.059 0.793  -0.660
Al 3.654 0.757 -1.236  0.207
I 5.452 0.209 0.636  -0.452
P 4.703 0.216 -3.259  0.320
O 4.739 1.449 -4.297  -0.706
H 1.192 2.480 -2.049  0.178
H 1.899 2.507 -3.847  0.253
H -0.003 2.559 -3.612  0.155
H 1.864 0.013 -3.754  0.152
H -0.007 0.234 -3.824  0.198
H -0.113 0.562 -1.141  0.211
H 0.150 -1.169 -1.846  0.159
H 2.360 -1.545 -0.768  0.309
H 2.085 1.006 1.045  0.199
H 1.948 -0.899 1.537  -0.127
H 0.442 0.080 0.925  0.218
H 3.384 2.337 -1.071  -0.305
H 3.968 -0.877 -3.904  0.046
H 6.061 -0.313 -3.079  0.032
C -3.081 0.587 -2.243  -0.904
C -3.572 0.641 -3.681  -0.536
C -3.416 2.023 -4.321  -0.336
C -4.219 3.146 -3.654  -0.739
C -5.730 2.912 -3.579  -0.382
C -6.388 2.803 -4.945  -1.181
H -3.655 1.254 -1.594  0.314
H -3.184 -0.429 -1.848  0.413
H -2.025 0.867 -2.181  -0.019
H -4.615 0.312 -3.726  0.341
H -2.997 -0.083 -4.273  0.374
H -3.695 1.953 -5.378  0.342
H -2.355 2.303 -4.308  0.048
H -4.030 4.077 -4.202  0.374
H -3.839 3.313 -2.640  0.336
H -6.184 3.754 -3.041  0.362
H -5.952 2.017 -2.989  0.239
H -6.219 3.710 -5.534  0.287
H -7.470 2.669 -4.832  0.374
H -6.007 1.947 -5.510  0.280
C 1.042 -2.555 8.082  -1.182
C 1.254 -1.623 6.899  -0.365
C 0.823 -2.235 5.564  -0.575
C 1.596 -3.490 5.140  -0.704
C 3.112 -3.315 5.025  -0.398
C 3.520 -2.304 3.966  -1.072
H 1.642 -3.465 7.993  0.279
H 1.334 -2.055 9.012  0.371
H -0.011 -2.841 8.169  0.286
H 2.303 -1.313 6.859  0.245
H 0.670 -0.709 7.067  0.367
H 0.912 -1.472 4.783  0.216
H -0.243 -2.488 5.617  0.381
H 1.202 -3.828 4.174  0.369
H 1.389 -4.301 5.847  0.312
H 3.554 -4.286 4.767  0.346
H 3.541 -3.031 5.991  0.255
H 3.141 -2.595 2.981  0.227
H 4.612 -2.243 3.904  0.381
H 3.147 -1.302 4.197  0.268

---

No. 3
The following is a DFT calculation (ωB97M-V/def2-TZVPD) of a 8-piece molecular cluster, C10H35O8 overall.

- E_HOMO (eV) = -6.425
- Kohn-Sham gap (hartree) = 0.3469
- LUMO (hartree) = 0.11076
- strongest force on any atom (eV/A) = 0.6
- net charge = -1
- total energy (eV) = -27317.813

Last column: Mulliken charge in e.
CARTESIAN COORDINATES (ANGSTROEM)
O 0.295 -0.182 0.069  0.248
H -0.089 -0.148 0.952  -0.312
C -0.488 -0.578 4.695  -0.368
O -1.551 -1.480 5.041  -0.534
H 0.459 -0.998 5.021  0.202
H -0.426 -0.421 3.619  0.050
H -0.635 0.379 5.206  0.386
H -2.366 -0.975 5.050  0.291
C 2.747 -2.102 -1.438  -0.545
O 2.908 -0.916 -0.686  -0.561
H 3.745 -2.441 -1.733  0.339
H 2.295 -2.898 -0.833  0.217
H 2.146 -1.942 -2.338  0.159
H 2.020 -0.682 -0.346  0.300
C -1.179 -3.028 1.437  -0.607
O -0.363 -2.858 0.300  -0.584
H -1.505 -4.070 1.465  0.323
H -0.634 -2.843 2.375  0.195
H -2.057 -2.370 1.420  0.211
H -0.142 -1.895 0.221  0.322
C 3.174 0.448 2.270  -0.446
O 2.041 -0.348 2.526  -0.514
H 2.917 1.340 1.692  0.045
H 3.578 0.762 3.235  0.285
H 3.932 -0.118 1.723  0.236
H 1.462 -0.328 1.749  0.322
C -1.370 -1.963 -4.173  -1.469
C -1.067 -1.659 -2.720  0.481
O -0.273 -0.501 -2.644  -0.581
H -2.052 -2.820 -4.200  0.401
H -0.449 -2.217 -4.693  0.306
H -1.876 -1.127 -4.653  0.335
H -0.580 -2.526 -2.249  0.174
H -1.997 -1.537 -2.133  0.035
H -0.042 -0.353 -1.704  0.106
C -2.475 2.171 -1.472  -0.869
C -3.101 1.110 -0.587  -0.090
O -2.364 0.887 0.596  -0.583
H -1.431 1.914 -1.680  0.155
H -2.472 3.141 -0.971  0.271
H -2.970 2.228 -2.444  0.388
H -3.202 0.172 -1.153  0.048
H -4.112 1.395 -0.284  0.353
H -1.512 0.493 0.330  0.236
C 1.433 4.480 -0.991  -1.450
C 1.037 3.218 -0.261  0.246
O 1.436 2.115 -1.049  -0.547
H 2.478 4.374 -1.287  0.319
H 1.318 5.372 -0.371  0.388
H 0.838 4.612 -1.896  0.302
H -0.044 3.204 -0.071  0.151
H 1.540 3.189 0.719  0.143
H 1.023 1.319 -0.648  0.092

---

No. 4
The following is a DFT calculation (ωB97M-V/def2-TZVPD) of C20H64CsN5O12S as an isolated structure at a distorted geometry.

- energy relative to the best compared isomer or geometry (same formula, charge and spin) (kcal per mole) = 0.0
- E_HOMO (eV) = -13.144
- Kohn-Sham gap (hartree) = 0.2059
- LUMO (hartree) = -0.27716
- strongest force on any atom (eV/A) = 3.6
- net charge = +2
- total energy (eV) = -65161.857

Last column: Mulliken charge in e.
CARTESIAN COORDINATES (ANGSTROEM)
O -2.323 0.086 -3.883  -0.298
H -1.985 0.139 -4.800  0.485
H -2.635 -0.819 -3.725  0.405
H -1.498 0.281 -3.300  0.585
O -0.912 -3.391 -1.197  -0.418
H -1.779 -3.229 -1.611  0.460
H -0.311 -3.795 -1.838  0.463
H -0.543 -2.535 -0.781  0.258
O 1.946 -1.821 -4.173  -0.403
H 1.303 -1.494 -4.826  0.437
H 1.659 -2.694 -3.865  0.423
H 1.949 -1.173 -3.334  0.237
Cs 3.739 2.439 -0.797  1.191
S 0.774 -0.027 -1.390  0.690
O 0.136 -1.110 -0.612  -0.283
O 1.975 -0.492 -2.106  -0.698
O -0.304 0.343 -2.348  -0.795
O 1.117 1.169 -0.657  -0.447
C 1.468 3.742 2.082  -1.209
C 1.647 2.310 2.596  0.154
C 0.276 1.540 2.694  1.065
O -0.152 1.808 4.031  -0.483
C -1.267 1.050 4.399  -0.543
N 2.572 1.397 1.878  -0.467
H 0.756 4.197 2.770  0.396
H 1.062 3.769 1.066  0.100
H 2.378 4.342 2.056  0.322
H 2.030 2.363 3.614  0.444
H 0.515 0.482 2.608  -0.660
H -0.396 1.921 1.921  -0.011
H -2.016 0.943 3.602  0.070
H -1.770 1.566 5.215  0.397
H -0.924 0.028 4.608  0.240
H 2.203 1.234 0.951  -0.037
H 2.542 0.471 2.272  0.308
C -5.159 0.671 -0.070  -1.779
C -3.735 0.447 0.401  1.266
C -3.503 -0.691 1.402  -0.300
O -4.454 -0.731 2.426  -0.433
C -4.327 -1.836 3.273  -0.685
N -2.913 0.168 -0.803  -0.211
H -5.153 1.546 -0.723  0.322
H -5.994 0.796 0.616  0.317
H -5.429 -0.190 -0.692  0.388
H -3.447 1.459 0.704  -0.017
H -2.559 -0.576 1.948  -0.157
H -3.397 -1.560 0.735  0.409
H -3.441 -1.763 3.912  0.225
H -4.259 -2.807 2.770  0.281
H -5.224 -1.864 3.890  0.333
H -2.048 -0.276 -0.526  -0.180
H -2.779 0.964 -1.413  0.078
C 1.712 -3.572 3.347  -1.621
C 1.014 -2.937 2.141  0.154
C -0.498 -2.701 2.285  0.856
O -1.203 -3.706 3.018  -0.535
C -1.438 -4.845 2.230  -0.678
N 1.700 -1.702 1.729  -0.221
H 1.876 -2.888 4.182  0.368
H 2.604 -4.068 2.975  0.341
H 0.988 -4.261 3.787  0.440
H 1.079 -3.707 1.360  0.443
H -0.948 -2.521 1.308  -0.336
H -0.550 -1.861 2.983  -0.464
H -2.271 -5.390 2.676  0.380
H -0.554 -5.451 2.022  0.304
H -1.893 -4.572 1.263  0.160
H 1.113 -1.225 1.057  -0.348
H 1.701 -1.086 2.533  0.300
C 4.628 -3.017 -1.279  -1.171
C 5.029 -1.558 -0.902  0.375
C 5.371 -0.626 -2.077  -0.819
O 6.285 0.464 -1.770  -0.297
C 7.422 0.540 -2.605  -0.787
N 3.957 -0.834 -0.248  0.028
H 5.510 -3.605 -1.523  0.458
H 3.818 -3.112 -2.006  0.037
H 4.203 -3.283 -0.309  0.391
H 5.836 -1.577 -0.168  0.550
H 4.599 -0.090 -2.641  0.192
H 5.774 -1.346 -2.801  0.482
H 7.159 0.885 -3.611  0.316
H 7.973 -0.398 -2.693  0.300
H 8.145 1.289 -2.282  0.278
H 3.585 -1.469 0.457  0.105
H 3.211 -0.755 -0.922  -0.247
C -1.843 5.390 -0.495  -1.557
C -1.939 4.038 -1.195  1.967
C -2.919 4.185 -2.361  -1.181
O -3.413 2.840 -2.544  0.019
C -4.083 2.668 -3.781  -0.970
N -0.630 3.549 -1.609  -0.657
H -1.344 6.100 -1.160  0.370
H -1.121 5.328 0.322  0.292
H -2.792 5.838 -0.209  0.407
H -2.293 3.200 -0.584  -0.800
H -2.383 4.529 -3.250  0.435
H -3.802 4.780 -2.128  0.537
H -4.730 3.536 -3.930  0.397
H -4.664 1.753 -3.890  0.223
H -3.352 2.667 -4.600  0.275
H -0.823 2.763 -2.229  0.316
H -0.219 3.027 -0.845  -0.039

---

> Which of these has the highest net charge?

C20H64CsN5O12S

---

> Look up the total energy of the third one.

-27317.813 eV